[1]
Computed, not measured: 7 unconnected molecules or ions with the total composition C5H21O8, with ωB97M-V with the def2-TZVPD basis set.

Lowest unoccupied orbital energy ... 0.1097 hartree
E_HOMO ... -6.04 eV
Orbital gap ... 9.0 eV

```
! RIJCOSX wB97M-V def2-TZVPD def2/J DEFGRID3
* xyz -1 1
O -0.9957 0.4391 -2.5041
C -0.1594 0.1310 -1.6494
O 0.3259 0.9106 -0.7553
C 0.4100 -1.3000 -1.6766
C -0.4389 -2.2820 -0.7861
C -1.2751 -1.5879 0.2820
C 0.4907 -3.3529 -0.2409
H 1.4307 -1.2884 -1.2995
H 0.3489 -1.6433 -2.7078
H -1.0918 -2.8259 -1.4662
H -0.9238 -0.6142 0.6082
H -1.4541 -2.1920 1.1742
H -2.2639 -1.4093 -0.1486
H 1.1908 -3.1176 0.5565
H 1.1260 -3.8201 -1.0037
H -0.0960 -4.2146 0.1064
H -2.6382 2.4174 0.6067
H -2.1605 2.9166 -0.7957
O -2.6203 3.1668 0.0278
H 1.0711 0.2087 2.3084
H 0.4086 1.1982 1.1566
O 0.6804 1.0801 2.0879
H -1.1049 2.9316 -2.7670
H -0.3186 2.8827 -1.5567
O -0.8026 3.5516 -2.0829
H 1.9364 0.8228 -0.2412
H 2.5568 1.1692 1.0091
O 2.7038 0.5142 0.3117
H 1.5937 -2.0181 2.2951
H 2.2866 -0.9882 1.3914
O 2.0248 -1.1575 2.3185
H -0.8234 3.6572 1.1932
H -0.4890 2.4735 2.1529
O -0.9291 3.3407 2.0950
*
```


[2]
Computed, not measured: 5 unconnected molecules or ions with the total composition C5H22N2O4, with ωB97M-V with the def2-TZVPD basis set.

Lowest unoccupied orbital energy ... -0.2364 hartree
E_HOMO ... -17.37 eV
Orbital gap ... 10.9 eV

```
! RIJCOSX wB97M-V def2-TZVPD def2/J DEFGRID3
* xyz 2 1
C 1.7911 -1.6123 -2.2887
C 1.1828 -1.0676 -0.9227
C 2.1671 -0.0528 -0.2225
C 1.6994 0.8257 0.8426
C 2.2477 2.0402 0.8165
N 0.9895 0.2782 1.9933
N -0.1710 -0.4389 -1.3516
H 1.5370 -1.0333 -3.1629
H 1.7440 -2.7755 -2.5584
H 2.8862 -1.3862 -2.1990
H 0.8778 -1.8571 -0.1781
H 2.8637 0.3999 -1.0030
H 2.9096 -0.8179 0.0678
H 2.1350 2.7675 1.6528
H 3.0880 2.4101 0.2337
H 1.6162 -0.0561 2.8122
H 0.2426 0.8668 2.3861
H 0.4208 -0.6092 1.6473
H -0.0744 0.0157 -2.3516
H -0.8952 -1.1416 -1.5173
H -0.4153 0.3597 -0.7542
H -1.1374 2.6007 2.6901
H -0.7186 1.5457 3.7207
O -0.8831 1.7021 2.7938
H -2.2188 2.3421 -2.5966
H -3.3836 1.9656 -1.4082
O -2.4833 1.6256 -1.7734
H -3.4095 -1.4212 -2.3040
H -2.6073 -2.5866 -1.6562
O -2.5467 -1.7514 -2.1610
H -2.0222 -2.0002 2.7836
H -2.4438 -0.7409 2.2449
O -1.7435 -1.3917 2.0916
*
```


[3]
Computed, not measured: 6 unconnected molecules or ions with the total composition C5H22N2O6, with ωB97M-V with the def2-TZVPD basis set.

Lowest unoccupied orbital energy ... 0.0175 hartree
E_HOMO ... -9.28 eV
Orbital gap ... 9.8 eV
SMILES string ... CNC(=O)CCCN.O.O.O.O.O

```
! RIJCOSX wB97M-V def2-TZVPD def2/J DEFGRID3
* xyz 0 1
C -1.5022 -0.4326 0.9617
C -0.4584 -0.4675 2.1385
C 0.7800 0.4350 2.2067
N 0.6368 1.8166 2.7530
C -0.7792 0.4087 -0.0589
N -0.9183 1.7692 -0.0693
C -0.0655 2.7675 -0.8060
O 0.0008 -0.1207 -0.8445
H -2.4874 -0.1362 1.3111
H -1.7144 -1.4228 0.6052
H -0.9645 -0.2659 3.0748
H -0.1371 -1.5014 2.1338
H 1.2901 0.6552 1.2463
H 1.4733 -0.0389 2.8737
H 0.2104 2.4427 2.0713
H 0.2078 1.8868 3.6565
H -1.8391 2.0989 0.1825
H -0.6387 3.2502 -1.5406
H 0.6910 2.3435 -1.5023
H 0.2629 3.5128 -0.0992
H 0.9469 -2.3490 -1.2002
H 2.1969 -3.0953 -0.9399
O 1.3374 -3.2201 -1.3678
H 2.0540 -1.8210 -2.4716
H 1.7803 -0.1933 -2.3690
O 2.1814 -0.9854 -2.0173
H -1.4603 -2.3396 -2.0389
H -2.3559 -2.4698 -0.7920
O -2.2154 -1.9457 -1.5836
H 2.0993 -1.3624 0.3333
H 3.4049 -1.8103 1.0656
O 2.4853 -2.0357 0.9084
H -2.2319 0.8375 -2.9464
H -1.9320 1.9771 -2.0079
O -2.3393 1.8120 -2.8671
*
```


[4]
Computed, not measured: 7 unconnected molecules or ions with the total composition C5H22NO7, with ωB97M-V with the def2-TZVPD basis set.

Lowest unoccupied orbital energy ... 0.1183 hartree
E_HOMO ... -5.72 eV
Orbital gap ... 8.9 eV

```
! RIJCOSX wB97M-V def2-TZVPD def2/J DEFGRID3
* xyz -1 1
C 2.2203 -0.4507 1.2303
C 1.2205 -0.7671 2.3548
O 0.0406 -1.4442 1.9875
C 2.1267 0.9295 0.5780
N 1.0298 1.0138 -0.3849
C 0.8684 2.3662 -0.9369
C -0.5170 2.5384 -1.5141
O -0.7572 3.4208 -2.3067
H 2.1432 -1.2262 0.4653
H 3.2425 -0.5664 1.6115
H 0.9890 0.1367 2.9372
H 1.7144 -1.4699 3.0478
H -0.7860 -0.8006 1.6440
H 2.0487 1.6999 1.3627
H 3.0390 1.1210 0.0088
H 0.1574 0.7186 0.0454
H 1.6177 2.4738 -1.7250
H 1.0423 3.1350 -0.1700
H -1.2896 1.8350 -1.1614
H -2.0664 3.1194 1.9342
H -1.8152 -2.5218 -0.4919
H -2.3741 -1.1796 0.0465
O -2.5943 -1.9202 -0.6027
H 0.2434 -2.6567 -0.9354
H -0.0258 -2.5903 0.6219
O -0.1657 -3.1498 -0.1850
H -2.4045 -0.0648 1.9371
H -1.9931 2.4003 1.9683
O -1.8121 -0.0726 1.1681
H -2.0921 -0.1062 -2.8873
H -2.2889 -1.4657 -2.1393
O -1.9680 -1.0377 -2.9942
H 0.7117 -0.6047 -1.6536
H -0.2011 -1.3852 -2.6455
O 0.6954 -1.4280 -2.2154
*
```